DFT (the ωB97M-V functional and the def2-TZVPD basis) results for a structure of composition C43H59FO2P3SSiV in a non-equilibrium geometry.

ORCA input file:
```
! RIJCOSX wB97M-V def2-TZVPD def2/J DEFGRID3
* xyz -1 2
V -0.14908 -0.10301 -0.23199
C -1.99739 3.67150 -0.18226
C -0.88261 3.29462 0.79493
C -1.44089 2.50229 1.97585
P 0.39841 2.22301 -0.06211
C 0.96213 3.44275 -1.40593
C 2.19808 2.88162 -2.11061
C 1.21541 4.88403 -0.97298
C 1.89341 2.37317 1.01065
C 2.18228 3.45487 1.83906
C 3.40403 3.53118 2.49738
C 4.35064 2.53177 2.32767
C 4.05352 1.43687 1.52674
C 2.82928 1.33666 0.87104
Si 2.16370 -0.22424 -0.00186
C 2.53515 -1.67235 1.19110
C 3.68111 -2.46150 1.11696
C 3.87027 -3.54827 1.95949
C 2.90415 -3.84941 2.90531
C 1.75651 -3.07282 3.00014
C 1.54341 -1.99926 2.14036
P 0.05642 -0.89699 2.25964
C -1.49839 -1.83607 2.81729
C -1.45381 -2.71755 4.07010
C -2.24839 -2.60505 1.72722
C 0.51500 -0.28732 4.01768
C -0.55257 0.51926 4.76565
C 1.83400 0.47993 4.04893
C 3.04110 -0.60263 -1.65448
C 4.42503 -0.64984 -1.82747
C 4.98932 -1.10797 -3.00918
C 4.16265 -1.54909 -4.03255
C 2.78468 -1.47695 -3.89053
C 2.20923 -0.97598 -2.72139
P 0.38426 -0.82569 -2.45953
C -0.30224 0.00945 -4.00506
C 0.28728 -0.30509 -5.37729
C -0.29073 1.52518 -3.80198
C -0.22074 -2.60900 -2.60285
C -0.80004 -3.09735 -3.92979
C 0.82363 -3.59708 -2.08187
H -2.81968 4.15303 0.35420
H -2.39293 2.77752 -0.66686
H -1.64748 4.35836 -0.95654
H -0.41521 4.20880 1.16828
H -1.96763 1.62063 1.60532
H -2.13978 3.10475 2.56401
H -0.63267 2.16348 2.62357
H 0.13410 3.45325 -2.12021
H 3.07909 2.98283 -1.47456
H 2.39010 3.41927 -3.04353
H 2.07449 1.82194 -2.33640
H 2.04093 4.94298 -0.26536
H 0.33515 5.34668 -0.52304
H 1.49029 5.47802 -1.84974
H 1.45545 4.24171 2.00260
H 3.61649 4.37410 3.14478
H 5.30336 2.59105 2.84142
H 4.77578 0.63147 1.43097
H 4.43924 -2.22269 0.37834
H 4.76215 -4.15892 1.87653
H 3.04191 -4.68913 3.57676
H 1.02930 -3.32496 3.75877
H -2.12249 -0.96563 3.06214
H -1.00690 -3.68703 3.84886
H -2.48238 -2.90420 4.39000
H -0.92860 -2.26158 4.90856
H -1.67598 -3.47692 1.41363
H -2.43579 -1.99140 0.85012
H -3.21207 -2.93896 2.12728
H 0.68455 -1.21215 4.57232
H -0.46867 1.58317 4.53897
H -0.40993 0.40953 5.84471
H -1.57237 0.20831 4.53648
H 1.74593 1.42482 3.51594
H 2.64336 -0.09280 3.59950
H 2.11158 0.70478 5.08424
H 5.07210 -0.31361 -1.02262
H 6.06667 -1.13859 -3.12552
H 4.59257 -1.95045 -4.94297
H 2.15990 -1.83369 -4.69820
H -1.34668 -0.30864 -3.97512
H 1.32530 0.02360 -5.43878
H -0.27955 0.24468 -6.13466
H 0.23445 -1.36222 -5.63156
H 0.72846 1.91338 -3.86150
H -0.71297 1.77696 -2.83101
H -0.88824 2.01789 -4.57486
H -1.03827 -2.59325 -1.87963
H -0.02632 -3.25067 -4.68592
H -1.55436 -2.41547 -4.32299
H -1.28379 -4.06380 -3.76177
H 1.66255 -3.68943 -2.77406
H 0.36908 -4.58522 -1.96504
H 1.20282 -3.28243 -1.10908
O -9.10776 -0.28482 -0.16516
C -8.08827 -0.37129 0.73871
O -8.37486 -0.48314 1.90140
C -6.71922 -0.30602 0.20756
C -6.39639 -0.43830 -1.14998
C -5.09747 -0.32420 -1.59003
C -4.04280 -0.07033 -0.69432
S -2.44109 0.11787 -1.30540
C -4.36750 0.02391 0.67158
C -5.66798 -0.08877 1.10566
H -8.74617 -0.11755 -1.04048
H -7.15716 -0.67897 -1.88722
H -4.86174 -0.42988 -2.64119
H -3.56837 0.19004 1.38301
H -5.90718 -0.00116 2.15789
F -0.17964 -2.02819 0.15971
*
```

The energy above the lowest of the compared OMol25 structures with the same formula, charge and spin comes out at 10.05 kcal/mol. As for the lowest unoccupied orbital energy (spin up / spin down): 2.49 / 2.48 eV. For the total energy, the calculation gives -124632.7433 eV. The calculation puts the largest force on an atom at 2.30 eV Å⁻¹.

These are the Löwdin partial charges, in e, on atoms 1 to 2: -0.06, -0.12

DFT (the ωB97M-V functional and the def2-TZVPD basis) results for a structure of composition C36H41MgN8S2 in a non-equilibrium geometry.

ORCA input file:
```
! RIJCOSX wB97M-V def2-TZVPD def2/J DEFGRID3
* xyz 1 1
Mg -0.22667 -1.50902 -1.11037
C -4.37751 -5.09701 1.20088
S -4.25157 -4.17835 -0.30815
C -2.53055 -3.65827 -0.41402
S -2.16480 -2.85348 -1.85543
N -1.68977 -3.94341 0.54091
N -0.49947 -3.30052 0.45010
C 0.23283 -3.44415 1.50533
C 1.52576 -2.71760 1.53412
C 2.43524 -2.93998 2.50972
C 3.57739 -2.15599 2.64319
C 3.79173 -1.15922 1.74290
C 2.82239 -1.03569 0.68329
N 1.68255 -1.76819 0.60897
H -4.15305 -6.15017 0.95803
H -5.34371 -5.08431 1.59957
H -3.58318 -4.70790 1.79947
H -0.07917 -4.17434 2.27742
H 2.39163 -3.78875 3.25155
H 4.24893 -2.38308 3.48566
H 4.72874 -0.63901 1.72607
H 2.92008 -0.21815 -0.05101
C -2.58278 3.14525 3.96562
C -2.35340 1.62045 4.23123
C -1.18515 1.43627 5.19623
C -3.58725 1.10651 4.94215
C -1.99629 0.88510 2.94117
C -2.55238 -0.30061 2.53150
C -2.25711 -0.87231 1.33228
N -1.30793 -0.34806 0.52223
C -0.62198 0.74460 0.96311
C -1.03840 1.41144 2.07975
C 0.45989 1.23128 0.03858
C 1.18449 2.41904 0.20750
C 2.05688 2.90133 -0.71071
C 2.29495 2.10500 -1.84534
C 1.72578 0.85996 -1.88895
N 0.80368 0.45266 -1.01322
C 2.81269 4.20729 -0.51695
C 4.33992 3.93074 -0.52903
C 2.41265 5.19914 -1.60660
C 2.51819 4.78236 0.90504
H -2.86619 3.57528 4.92354
H -3.33430 3.42729 3.23484
H -1.65820 3.58276 3.62423
H -1.10174 2.23740 5.93615
H -0.20806 1.45141 4.60930
H -1.27739 0.46530 5.75967
H -3.94834 1.72307 5.77375
H -3.46101 0.07992 5.34905
H -4.45444 0.97280 4.26320
H -3.36411 -0.74007 3.05351
H -2.77342 -1.77452 0.95899
H -0.47215 2.30569 2.33538
H 0.93862 2.93452 1.11126
H 3.00054 2.39568 -2.59742
H 1.91724 0.27699 -2.77749
H 4.70051 3.67159 -1.51803
H 4.60860 3.16782 0.20060
H 4.78474 4.88493 -0.26047
H 2.55410 4.83029 -2.59733
H 3.04714 6.09741 -1.48679
H 1.30972 5.36112 -1.59964
H 2.83880 4.02956 1.63058
H 1.52946 5.02298 1.16276
H 3.03784 5.71895 0.96844
N 0.41444 -1.00641 -4.70098
C -0.79770 -0.34350 -4.39633
C -1.73415 -0.14160 -5.42192
C -2.86058 0.62681 -5.09100
C -3.12228 0.89131 -3.75904
C -2.21117 0.50680 -2.84552
N -1.06381 -0.08840 -3.13839
C 0.92002 -2.19402 -4.10708
C 1.25050 -3.25741 -4.89789
C 1.68803 -4.41943 -4.40921
C 1.75439 -4.56595 -2.99812
C 1.39672 -3.52537 -2.20988
N 0.93421 -2.33410 -2.72477
H 0.55263 -1.01134 -5.76479
H -1.56870 -0.50434 -6.42731
H -3.48429 1.07647 -5.84938
H -4.01840 1.35691 -3.37973
H -2.51962 0.72865 -1.78394
H 1.11805 -3.17053 -5.99390
H 1.87306 -5.25523 -5.05319
H 2.12358 -5.46772 -2.49692
H 1.42283 -3.61062 -1.13260
*
```

The energy above the lowest of the compared OMol25 structures with the same formula, charge and spin comes out at 0.00 kcal/mol. As for the lowest unoccupied orbital energy: -2.65 eV. For the total energy, the calculation gives -77031.7538 eV. The calculation puts the largest force on an atom at 3.77 eV Å⁻¹.

These are the Löwdin partial charges, in e, on atoms 1 to 2: 0.44, -0.41

DFT (the ωB97M-V functional and the def2-TZVPD basis) results for a cluster of 3 separate species, C3H10O3 in total in a non-equilibrium geometry.

ORCA input file:
```
! RIJCOSX wB97M-V def2-TZVPD def2/J DEFGRID3
* xyz -1 2
C -1.40341 -1.01900 -1.17368
C -0.82055 0.32737 -0.68346
C -0.49594 1.29380 -1.65299
O 0.79664 1.59695 -2.18442
H -1.91430 -1.53250 -0.35990
H -0.61112 -1.65579 -1.62240
H -1.96447 -0.73476 -2.06728
H -0.35450 0.27519 0.30651
H -1.31933 1.45951 -2.34607
H 1.43431 1.57512 -1.48975
H 4.91642 2.19379 3.08115
H 4.84560 3.49655 3.74730
O 5.19988 2.64199 3.89525
H -4.23790 -4.13126 0.20683
H -3.40320 -4.95547 1.27608
O -3.56250 -4.10589 0.89580
*
```

The energy above the lowest of the compared OMol25 structures with the same formula, charge and spin comes out at 62.97 kcal/mol. As for the lowest unoccupied orbital energy (spin up / spin down): 3.00 / 2.97 eV. For the total energy, the calculation gives -9412.0068 eV. The calculation puts the largest force on an atom at 1.68 eV Å⁻¹.

These are the Löwdin partial charges, in e, on atoms 1 to 2: -0.22, -0.33

DFT (the ωB97M-V functional and the def2-TZVPD basis) results for a structure of composition C34H42BGdN7O5S3 in a non-equilibrium geometry.

ORCA input file:
```
! RIJCOSX wB97M-V def2-TZVPD def2/J DEFGRID3
* xyz 1 8
Gd 3.35432 -0.62704 1.14829
C 2.76079 4.66520 -1.12790
C 1.77793 3.65788 -1.59328
C 1.14163 3.66908 -2.82037
C 0.23286 2.64324 -3.17571
N -0.09455 1.69413 -2.31643
N 0.49160 1.69857 -1.15879
B 0.55604 0.71835 0.03210
N 0.78975 -0.72875 -0.44386
N -0.28719 -1.47271 -0.18379
C -0.46019 -2.63212 -0.74162
C 0.49618 -3.14643 -1.65553
C 1.62382 -2.42342 -1.92617
C 2.67307 -2.88981 -2.87146
C 1.78591 -1.16244 -1.27032
S 3.16680 -0.19463 -1.55379
C -1.75149 -3.35364 -0.44954
C -2.59126 -2.54991 0.54279
C -1.44808 -4.73694 0.13155
C -2.52721 -3.49664 -1.76701
N -0.57141 0.75157 1.03513
N -1.76191 1.13470 0.59000
C -2.78106 1.19760 1.39700
C -2.62849 0.91816 2.77805
C -1.40988 0.52868 3.26016
C -1.17006 0.25878 4.70045
C -0.33477 0.38996 2.32487
S 1.17372 -0.18914 2.84152
C -4.10643 1.60420 0.80162
C -5.19337 0.61057 1.22729
C -4.46648 3.00529 1.31332
C -3.99841 1.61495 -0.72285
C 1.43221 2.57149 -0.78075
S 1.98080 1.94394 0.74262
C -0.39675 2.51283 -4.54557
C -1.92310 2.56558 -4.39119
C 0.06525 3.60753 -5.50937
C 0.00700 1.13129 -5.08685
H 3.08094 5.32031 -1.92943
H 3.62392 4.16324 -0.69342
H 2.31322 5.27406 -0.34288
H 1.36297 4.46380 -3.51452
H 0.33737 -4.09905 -2.13258
H 2.36113 -3.80140 -3.37185
H 3.60079 -3.08055 -2.32951
H 2.88429 -2.12055 -3.61276
H -2.06725 -2.44734 1.48870
H -3.53376 -3.06261 0.71547
H -2.79157 -1.55661 0.15045
H -0.84939 -4.65134 1.03390
H -0.91260 -5.36197 -0.57630
H -2.38058 -5.23465 0.38239
H -2.70877 -2.52261 -2.21562
H -3.48587 -3.96490 -1.56516
H -1.99443 -4.11468 -2.48404
H -3.46680 1.01679 3.44887
H -2.03575 0.54089 5.29346
H -0.29433 0.80919 5.04095
H -0.95371 -0.79707 4.85503
H -5.38279 0.65720 2.29515
H -4.91224 -0.40667 0.96681
H -6.11944 0.85328 0.71509
H -4.54524 3.01768 2.39719
H -5.42680 3.30200 0.89997
H -3.71852 3.73396 1.00993
H -3.71761 0.63057 -1.08526
H -3.24414 2.32212 -1.05047
H -4.95271 1.88807 -1.16134
H -2.23809 3.53481 -4.01041
H -2.25774 1.79373 -3.70261
H -2.39475 2.40647 -5.35656
H -0.24192 4.59072 -5.15806
H -0.38607 3.44902 -6.48510
H 1.14654 3.58873 -5.63363
H -0.34336 0.35345 -4.41379
H 1.08855 1.05488 -5.17566
H -0.43300 0.97229 -6.06712
O 4.85343 -2.63437 6.79866
C 4.69345 -2.25904 5.52864
C 5.16619 -1.03113 5.05031
C 4.94697 -0.71177 3.72378
N 4.31873 -1.55705 2.90458
C 3.80142 -2.70458 3.35432
C 3.98284 -3.10640 4.66445
C 2.91129 -3.39190 2.28516
O 2.44855 -4.49076 2.47818
O 2.71592 -2.64736 1.24474
C 5.27769 0.64316 3.04177
O 5.97815 1.45394 3.59866
O 4.69930 0.76468 1.89781
H 5.33116 -1.96379 7.30782
H 5.67839 -0.33103 5.69546
H 3.57844 -4.03788 5.02573
*
```

The energy above the lowest of the compared OMol25 structures with the same formula, charge and spin comes out at 131.48 kcal/mol. As for the lowest unoccupied orbital energy (spin up / spin down): -3.46 / -5.94 eV. For the total energy, the calculation gives -110620.1175 eV. The calculation puts the largest force on an atom at 3.78 eV Å⁻¹.

These are the Löwdin partial charges, in e, on atoms 1 to 2: 1.25, -0.01